A structure of composition C44H52KN9S4Sb at a distorted geometry, computed with the ωB97M-V functional and the def2-TZVPD basis.

```
! RIJCOSX wB97M-V def2-TZVPD def2/J DEFGRID3
* xyz -1 1
K -19.08 -9.81 -2.16
N -19.88 -4.95 -0.81
C -20.54 -4.80 -2.04
C -20.43 -6.00 -2.70
N -19.63 -6.87 -2.01
C -19.32 -6.21 -0.84
C -18.61 -6.77 0.25
N -18.32 -8.07 0.37
C -17.63 -8.20 1.51
C -17.44 -6.97 2.11
N -18.09 -6.07 1.32
H -19.93 -4.27 -0.05
H -21.07 -3.90 -2.20
H -20.77 -6.29 -3.68
H -17.22 -9.17 1.88
H -16.90 -6.72 2.97
H -18.15 -5.09 1.48
N -20.27 -14.51 -3.08
C -20.30 -14.16 -4.42
C -20.45 -14.91 -5.57
C -20.20 -14.22 -6.78
C -19.97 -12.85 -6.84
C -19.89 -12.09 -5.66
C -19.96 -12.77 -4.45
N -19.83 -12.32 -3.09
C -19.85 -13.41 -2.36
C -19.57 -13.44 -0.93
C -19.61 -14.53 -0.07
S -19.30 -14.01 1.54
C -19.17 -12.39 0.97
N -19.37 -12.21 -0.32
H -20.31 -15.46 -2.66
H -20.73 -15.97 -5.49
H -20.46 -14.75 -7.74
H -19.77 -12.52 -7.91
H -19.91 -11.00 -5.75
H -19.78 -15.59 -0.36
H -18.93 -11.56 1.69
S -22.43 -8.92 -3.00
C -22.88 -8.47 -4.55
C -24.31 -8.51 -4.82
C -24.78 -8.03 -6.01
C -23.89 -7.48 -6.98
C -22.52 -7.58 -6.79
C -21.94 -8.08 -5.60
S -20.27 -8.41 -5.53
H -24.92 -8.91 -4.01
H -25.88 -8.10 -6.14
H -24.33 -6.94 -7.83
H -21.83 -7.24 -7.61
C -23.21 -7.57 2.83
C -24.54 -7.09 3.32
C -24.79 -7.41 4.76
C -24.89 -5.65 3.16
Sb -26.14 -8.46 2.37
C -27.41 -7.55 0.54
C -28.20 -8.73 0.04
C -26.37 -7.05 -0.44
C -28.36 -6.54 1.17
C -25.30 -10.52 1.72
C -26.46 -11.36 1.18
C -24.24 -10.25 0.68
C -24.72 -11.15 3.01
H -22.41 -6.86 3.10
H -23.16 -7.69 1.70
H -22.94 -8.61 3.22
H -24.08 -6.83 5.35
H -24.59 -8.42 5.09
H -25.80 -7.07 5.16
H -24.09 -4.99 3.53
H -25.82 -5.46 3.67
H -25.07 -5.29 2.12
H -27.50 -9.35 -0.50
H -28.94 -8.47 -0.73
H -28.68 -9.34 0.80
H -26.03 -7.85 -1.16
H -25.52 -6.61 0.10
H -26.71 -6.17 -1.07
H -28.94 -7.13 1.87
H -29.04 -6.24 0.36
H -27.96 -5.62 1.62
H -26.64 -11.11 0.13
H -27.39 -11.11 1.72
H -26.29 -12.42 1.30
H -24.58 -10.53 -0.37
H -23.35 -10.82 0.86
H -23.93 -9.13 0.63
H -25.44 -11.04 3.86
H -23.81 -10.64 3.35
H -24.48 -12.26 2.95
S -12.60 -6.40 -3.21
C -13.94 -7.50 -3.09
C -14.00 -8.72 -2.43
C -15.26 -9.42 -2.44
N -16.39 -9.04 -3.03
C -16.36 -7.80 -3.58
C -15.18 -7.08 -3.68
C -13.22 -5.13 -2.24
C -13.42 -5.22 -0.86
C -13.98 -4.10 -0.20
N -14.36 -2.98 -0.83
C -14.08 -2.85 -2.13
C -13.55 -3.94 -2.86
H -13.09 -9.21 -1.97
H -15.36 -10.36 -1.95
H -17.33 -7.33 -3.84
H -15.20 -6.14 -4.22
H -13.13 -6.13 -0.30
H -14.12 -4.08 0.88
H -14.40 -1.90 -2.59
H -13.41 -3.87 -3.94
*
```

Its largest force on an atom is 0.065 Eh/bohr. The orbital gap comes out at 2.894 eV. The value obtained for the energy relative to the best compared isomer or geometry (same formula, charge and spin) is 1.1554 eV. As for the total energy: -126084.25401 eV.

Löwdin atomic charge list, values in e, 4 entries:
1 K 0.4978
2 N 0.0806
3 C -0.0703
4 C -0.1478

=====

A structure of composition C44H53Cl2N10OPS at a distorted geometry, computed with the ωB97M-V functional and the def2-TZVPD basis.

```
! RIJCOSX wB97M-V def2-TZVPD def2/J DEFGRID3
* xyz 0 1
C -0.47 -5.89 -0.07
C 0.36 -5.17 -1.15
P 1.15 -3.59 -0.53
C 1.29 -2.56 -2.04
C -0.11 -2.76 0.52
C -1.45 -2.85 0.24
C -2.44 -2.21 1.02
N -3.76 -2.27 0.82
S -4.38 -1.36 2.04
N -3.04 -0.91 2.84
C -2.00 -1.44 2.17
C -0.61 -1.34 2.45
O -0.21 -0.65 3.54
C 0.33 -1.95 1.65
C 1.77 -1.79 1.96
Cl 2.70 -3.16 2.52
C 2.38 -0.61 1.79
C 1.69 0.62 1.25
Cl 4.08 -0.41 2.15
H -1.54 -5.76 -0.26
H -0.29 -6.97 -0.04
H -0.31 -5.49 0.93
H 1.18 -5.82 -1.44
H -0.27 -4.91 -2.00
H 0.32 -2.36 -2.53
H 1.87 -3.12 -2.77
H 1.80 -1.61 -1.87
H -1.77 -3.43 -0.62
H -0.76 0.14 3.65
H 2.42 1.42 1.16
H 1.28 0.45 0.25
H 0.92 1.00 1.91
N -2.52 -4.48 3.51
C -1.39 -4.47 4.29
C -1.30 -5.68 4.92
C -2.41 -6.46 4.50
C -3.14 -5.70 3.63
H -2.83 -3.72 2.93
H -0.76 -3.60 4.34
H -0.53 -5.98 5.61
H -2.65 -7.47 4.80
H -4.05 -5.91 3.09
N -1.68 -0.16 -0.67
C -1.16 0.27 -1.85
C -1.54 1.58 -2.04
C -2.33 1.94 -0.91
C -2.39 0.85 -0.08
H -1.55 -1.08 -0.28
H -0.55 -0.39 -2.46
H -1.29 2.20 -2.88
H -2.79 2.90 -0.73
H -2.89 0.70 0.86
N -0.64 3.55 0.65
C 0.69 3.82 0.79
C 0.83 4.84 1.69
C -0.48 5.21 2.11
C -1.37 4.40 1.45
H -1.03 2.85 0.05
H 1.42 3.26 0.24
H 1.76 5.28 2.00
H -0.74 5.98 2.81
H -2.44 4.34 1.49
N 0.66 0.19 -4.99
C 0.57 -0.10 -6.32
C 1.82 -0.46 -6.76
C 2.69 -0.40 -5.64
C 1.95 0.01 -4.57
H -0.10 0.49 -4.41
H -0.37 -0.02 -6.85
H 2.08 -0.75 -7.76
H 3.75 -0.63 -5.62
H 2.21 0.20 -3.54
N -1.97 -2.36 8.34
C -2.11 -1.85 7.07
C -0.86 -1.47 6.64
C 0.06 -1.77 7.67
C -0.65 -2.32 8.71
H -2.72 -2.72 8.90
H -3.07 -1.80 6.60
H -0.64 -1.03 5.68
H 1.12 -1.61 7.66
H -0.33 -2.69 9.67
N -1.90 -1.03 11.48
C -2.03 0.30 11.74
C -2.19 0.46 13.09
C -2.14 -0.83 13.68
C -1.97 -1.73 12.66
H -1.78 -1.44 10.57
H -2.01 1.02 10.94
H -2.31 1.40 13.61
H -2.23 -1.08 14.72
H -1.88 -2.81 12.67
N 1.36 2.53 -8.15
C 1.92 3.00 -9.30
C 1.61 4.33 -9.41
C 0.83 4.68 -8.27
C 0.70 3.55 -7.51
H 1.42 1.58 -7.81
H 2.48 2.35 -9.95
H 1.91 4.98 -10.22
H 0.42 5.65 -8.04
H 0.19 3.38 -6.58
N 3.45 7.22 -11.72
C 3.36 6.93 -13.06
C 4.61 6.55 -13.49
C 5.48 6.61 -12.37
C 4.73 7.02 -11.29
H 2.69 7.53 -11.15
H 2.43 7.02 -13.59
H 4.86 6.26 -14.49
H 6.53 6.37 -12.35
H 5.01 7.19 -10.27
*
```

Its largest force on an atom is 0.032 Eh/bohr. The orbital gap comes out at 6.315 eV. As for the total energy: -108602.13189 eV.

Löwdin atomic charge list, values in e, 4 entries:
1 C -0.1561
2 C -0.3994
3 P 0.9719
4 C -0.2951

=====

A structure of composition C44H53Cl3GeHfN8SSi, computed with the ωB97M-V functional and the def2-TZVPD basis.

```
! RIJCOSX wB97M-V def2-TZVPD def2/J DEFGRID3
* xyz -1 2
Hf 0.46 0.32 -0.30
C 2.51 -5.62 1.68
C 2.92 -4.86 0.42
C 2.78 -3.38 0.57
C 3.74 -2.45 0.86
C 5.19 -2.68 1.16
C 5.47 -2.77 2.66
C 3.08 -1.17 0.90
N 1.75 -1.31 0.59
C 1.54 -2.65 0.42
C 0.30 -3.23 0.19
C -0.91 -2.58 0.14
C -2.18 -3.24 -0.05
C -2.37 -4.70 -0.31
C -2.18 -5.02 -1.80
C -3.13 -2.26 -0.05
C -2.43 -1.02 0.16
C -3.05 0.22 0.24
C -2.43 1.42 0.55
N -1.09 1.57 0.75
C -0.91 2.89 1.06
C 0.31 3.47 1.37
C 1.53 2.81 1.45
N 1.72 1.49 1.16
C 3.05 1.25 1.39
C 3.68 0.03 1.24
C 3.71 2.46 1.82
C 2.76 3.43 1.86
C 2.91 4.87 2.27
C 2.87 5.85 1.10
C 5.18 2.58 2.10
C 5.99 2.76 0.81
C -2.17 3.59 1.03
C -3.12 2.68 0.72
C -4.60 2.86 0.61
C -5.34 2.42 1.87
C -2.34 5.04 1.36
C -2.41 5.31 2.86
N -1.09 -1.23 0.26
C -4.60 -2.40 -0.23
C -5.37 -2.35 1.10
H 2.61 -6.70 1.54
H 1.47 -5.41 1.95
H 3.13 -5.33 2.53
H 2.32 -5.19 -0.43
H 3.96 -5.10 0.18
H 5.78 -1.88 0.72
H 5.51 -3.60 0.67
H 5.16 -1.86 3.17
H 6.54 -2.92 2.85
H 4.93 -3.60 3.11
H 0.29 -4.31 0.05
H -3.37 -5.00 0.01
H -1.67 -5.28 0.29
H -2.90 -4.46 -2.40
H -2.32 -6.09 -1.99
H -1.19 -4.72 -2.14
H -4.12 0.25 0.07
H 0.31 4.52 1.59
H 4.74 0.00 1.45
H 3.85 4.98 2.81
H 2.12 5.12 2.98
H 3.64 5.62 0.36
H 3.02 6.87 1.45
H 1.91 5.81 0.58
H 5.53 1.70 2.64
H 5.35 3.44 2.76
H 5.84 1.91 0.14
H 7.06 2.84 1.03
H 5.67 3.65 0.27
H -4.97 2.31 -0.26
H -4.81 3.91 0.40
H -5.15 1.37 2.09
H -6.42 2.55 1.76
H -5.01 3.00 2.74
H -3.26 5.40 0.88
H -1.52 5.62 0.92
H -3.25 4.78 3.31
H -2.52 6.37 3.07
H -1.50 4.96 3.36
H -4.81 -3.35 -0.74
H -4.96 -1.62 -0.90
H -5.06 -3.17 1.75
H -6.45 -2.44 0.93
H -5.18 -1.41 1.62
Cl -1.46 1.20 -5.18
Ge -2.02 0.77 -3.10
Cl -3.83 2.05 -2.88
Cl -2.97 -1.25 -3.31
N 2.27 0.93 -1.46
C 3.00 1.66 -2.01
N 3.85 2.40 -2.62
C 4.11 3.60 -2.14
N 4.41 4.67 -1.78
S 1.16 -3.35 -3.43
C 0.73 -2.00 -2.66
N 0.41 -1.03 -2.07
C -1.93 4.99 -3.99
Si -0.25 4.48 -3.34
C 0.98 4.26 -4.72
C 0.38 5.72 -2.09
C -0.41 2.87 -2.46
C -0.47 1.75 -1.93
H -1.84 5.94 -4.53
H -2.65 5.11 -3.18
H -2.32 4.24 -4.68
H 1.09 5.18 -5.30
H 0.65 3.46 -5.40
H 1.96 3.99 -4.32
H 0.44 6.72 -2.51
H 1.37 5.43 -1.75
H -0.29 5.76 -1.22
*
```

Its largest force on an atom is 0.007 Eh/bohr. The orbital gap (spin up / spin down) comes out at 5.290 / 5.758 eV. The value obtained for the energy relative to the best compared isomer or geometry (same formula, charge and spin) is 0.0000 eV. As for the total energy: -172524.38989 eV.

Löwdin atomic charge list, values in e, 4 entries:
1 Hf 1.6021
2 C -0.0850
3 C -0.1854
4 C -0.1208

=====

A structure of composition C44H54AsO8P2PdS3 at a distorted geometry, computed with the ωB97M-V functional and the def2-TZVPD basis.

```
! RIJCOSX wB97M-V def2-TZVPD def2/J DEFGRID3
* xyz 1 1
Pd -0.72 -0.95 0.17
C 4.39 -3.31 -3.89
C 3.28 -2.41 -3.40
C 2.04 -2.47 -4.27
O 2.94 -2.85 -2.05
P 2.41 -1.82 -0.97
O 1.30 -0.94 -1.39
C 1.97 -3.01 0.33
P 1.15 -2.17 1.70
O 0.94 -0.70 1.59
O 2.03 -2.54 2.95
C 2.07 -1.64 4.12
C 3.10 -0.54 3.91
C 2.37 -2.49 5.33
O -0.32 -2.78 1.83
C -0.85 -4.14 1.91
C -0.97 -4.77 0.53
C -0.07 -4.98 2.90
O 3.65 -0.97 -0.48
C 4.97 -1.54 -0.29
C 5.28 -1.66 1.19
C 5.96 -0.63 -1.00
H 4.64 -3.05 -4.92
H 4.06 -4.35 -3.86
H 5.28 -3.21 -3.28
H 3.63 -1.37 -3.34
H 1.68 -3.50 -4.33
H 2.28 -2.11 -5.27
H 1.25 -1.84 -3.85
H 2.86 -3.54 0.69
H 1.29 -3.72 -0.14
H 1.08 -1.19 4.21
H 4.11 -0.95 3.93
H 3.00 0.20 4.71
H 2.94 -0.03 2.96
H 3.37 -2.93 5.24
H 1.64 -3.29 5.43
H 2.34 -1.87 6.22
H -1.86 -3.97 2.29
H -0.05 -5.28 0.24
H -1.23 -4.01 -0.22
H -1.77 -5.50 0.54
H 0.96 -5.11 2.57
H -0.55 -5.95 2.98
H -0.07 -4.51 3.88
H 4.99 -2.53 -0.75
H 5.42 -0.67 1.63
H 6.20 -2.23 1.32
H 4.48 -2.17 1.73
H 5.85 0.39 -0.63
H 5.79 -0.63 -2.08
H 6.98 -0.97 -0.81
O -2.20 -1.62 -1.05
C -2.85 -0.56 -1.70
C -2.35 -0.42 -3.13
C -1.72 -1.38 -3.87
C -1.39 -0.93 -5.18
C -1.77 0.35 -5.41
S -2.57 1.03 -4.05
C -2.48 0.69 -0.87
C -3.25 1.18 0.10
C -2.92 2.05 1.30
C -2.02 3.30 1.11
S -0.83 1.17 -1.34
C -4.34 -0.83 -1.73
C -5.37 -0.07 -2.20
C -6.63 -0.72 -2.06
C -6.51 -1.95 -1.49
S -4.88 -2.34 -1.11
H -1.52 -2.37 -3.49
H -0.89 -1.55 -5.92
H -1.66 0.93 -6.31
H -4.26 0.78 0.12
H -3.89 2.44 1.64
H -2.14 3.87 2.03
H -5.24 0.92 -2.63
H -7.56 -0.28 -2.37
H -7.30 -2.65 -1.28
O -0.03 1.44 0.04
As -0.02 2.85 1.19
C -2.34 4.29 0.01
C -2.78 3.96 -1.27
C -2.93 4.94 -2.24
C -2.68 6.27 -1.95
C -2.27 6.62 -0.67
C -2.10 5.64 0.29
C -2.48 1.14 2.46
C -1.90 1.67 3.62
C -1.68 0.90 4.74
C -2.08 -0.43 4.77
C -2.66 -0.97 3.64
C -2.83 -0.21 2.48
C 0.68 4.30 0.09
C 1.28 5.34 0.79
C 1.76 6.45 0.12
C 1.67 6.52 -1.26
C 1.12 5.47 -1.97
C 0.62 4.36 -1.30
H -3.03 2.95 -1.53
H -3.24 4.66 -3.24
H -2.80 7.03 -2.71
H -2.08 7.65 -0.42
H -1.77 5.92 1.28
H -1.65 2.72 3.68
H -1.24 1.36 5.62
H -1.97 -1.02 5.67
H -3.02 -1.99 3.66
H -3.37 -0.66 1.66
H 1.34 5.27 1.87
H 2.21 7.27 0.67
H 2.04 7.39 -1.78
H 1.06 5.52 -3.05
H 0.17 3.55 -1.86
*
```

Its largest force on an atom is 0.048 Eh/bohr. The orbital gap (spin up / spin down) comes out at 5.832 / 5.834 eV. The value obtained for the energy relative to the best compared isomer or geometry (same formula, charge and spin) is 0.3821 eV. As for the total energy: -178283.22901 eV.

Löwdin atomic charge list, values in e, 4 entries:
1 Pd 0.9647
2 C -0.0345
3 C -0.4319
4 C -0.0373